DFT (ωB97M-V/def2-TZVPD) results for C35H37BCdF4P2 as an isolated structure in a non-equilibrium geometry.

Values from the calculation:
HOMO level (spin up / spin down) = -6.286 / -5.957 eV
Orbital gap (spin up / spin down) = 6.10 / 5.09 eV
Energy = -71583.6016 eV
Largest force on an atom = 0.081 hartree/bohr

Positions of all 80 atoms, in Å:
Cd (-0.2989, 0.8139, -1.7900)
C (-2.0081, 1.0638, -3.1259)
C (-1.8899, -0.3070, -2.9154)
C (-1.1359, -1.2838, -3.7917)
C (0.2782, -0.8418, -4.2919)
C (1.0586, 0.1163, -3.4079)
C (0.9916, 1.5067, -3.4440)
C (0.0133, 2.3367, -4.2601)
C (-1.4701, 1.8155, -4.3313)
C (1.7338, 0.1866, 2.9653)
H (-2.7511, 1.6124, -2.5232)
H (-2.6303, -0.7843, -2.2614)
H (-1.7535, -1.5639, -4.6645)
H (-1.0234, -2.2294, -3.2279)
H (0.8838, -1.7655, -4.3327)
H (0.1930, -0.4680, -5.3275)
H (1.9401, -0.3559, -2.9429)
H (1.9066, 2.0456, -3.1561)
H (0.3864, 2.5183, -5.2838)
H (-0.0292, 3.3455, -3.8116)
H (-2.1213, 2.7009, -4.4266)
H (-1.5895, 1.2196, -5.2503)
H (0.9309, 0.9276, 3.0512)
H (2.5870, 0.5107, 3.5705)
H (1.3780, -0.7652, 3.3738)
P (-1.5860, -0.5807, 1.4225)
P (2.2761, -0.0084, 1.2833)
C (-0.3082, -0.8389, 0.1036)
C (1.0859, -0.6880, 0.1248)
C (-2.5361, -2.1367, 1.3847)
C (-2.8336, -2.9904, 0.3004)
C (-3.5929, -4.1464, 0.5554)
C (-4.0273, -4.4568, 1.8526)
C (-3.6936, -3.6195, 2.9260)
C (-2.9604, -2.4754, 2.6848)
C (-2.8206, 0.6241, 0.7234)
C (-2.4242, 1.9679, 0.5631)
C (-3.3660, 2.9728, 0.3330)
C (-4.7263, 2.6654, 0.2267)
C (-5.1136, 1.3300, 0.2579)
C (-4.1720, 0.3138, 0.4793)
C (3.7107, -1.1044, 1.2753)
C (3.4883, -2.4350, 1.6969)
C (4.5751, -3.2510, 1.9790)
C (5.8787, -2.7844, 1.7927)
C (6.0926, -1.4993, 1.2639)
C (5.0097, -0.6636, 0.9951)
C (2.8035, 1.6101, 0.6553)
C (2.5824, 2.7531, 1.4379)
C (2.8775, 4.0190, 0.9242)
C (3.3578, 4.1528, -0.3873)
C (3.5970, 3.0152, -1.1652)
C (3.3161, 1.7499, -0.6493)
H (-0.6329, -1.6686, -0.5474)
H (1.6140, -1.2140, -0.6893)
H (-2.5023, -2.7773, -0.7146)
H (-3.8483, -4.8144, -0.2672)
H (-4.6183, -5.3504, 2.0422)
H (-4.0004, -3.8539, 3.9498)
H (-2.6827, -1.8136, 3.5063)
H (-1.3776, 2.2457, 0.6831)
H (-3.0387, 4.0104, 0.2593)
H (-5.4738, 3.4635, 0.1111)
H (-6.1656, 1.0726, 0.1168)
H (-4.4969, -0.7238, 0.4849)
H (2.4607, -2.7871, 1.8198)
H (4.4028, -4.2657, 2.3639)
H (6.7303, -3.4120, 2.0516)
H (7.1072, -1.1475, 1.0800)
H (5.1679, 0.3404, 0.5871)
H (2.1759, 2.6570, 2.4433)
H (2.7365, 4.8973, 1.5467)
H (3.5539, 5.1420, -0.7973)
H (3.9957, 3.1187, -2.1812)
H (3.4690, 0.8681, -1.2790)
F (-1.5125, 0.7881, 3.5840)
B (-1.3277, 0.0267, 4.8506)
F (-0.6392, -1.1738, 4.4774)
F (-0.5771, 0.8169, 5.7177)
F (-2.5909, -0.2959, 5.3658)